(1)
{
  "formula": "C5H10O",
  "method": "ωB97M-V with the def2-TZVPD basis set",
  "elements": ["C", "C", "C", "C", "C", "O", "H", "H", "H", "H", "H", "H", "H", "H", "H", "H"],
  "positions_angstrom": [[-0.7466, 1.8568, -0.0418], [-1.0686, 0.4552, 0.4079], [0.1730, -0.5047, 0.1132], [1.6215, -0.2153, -0.3939], [-0.0620, -1.9237, 0.3814], [-0.5517, -1.3564, -0.8076], [-0.4057, 1.8332, -1.0868], [0.0520, 2.2506, 0.5860], [-1.6253, 2.5053, 0.0023], [-1.9712, 0.1478, -0.1738], [-1.3750, 0.3658, 1.4536], [1.7701, 0.7904, -0.7935], [2.4462, -0.4084, 0.3169], [1.7848, -0.9188, -1.2260], [-0.7404, -2.2394, 1.1733], [0.6990, -2.6383, 0.0889]],
  "forces_ev_per_a": [[0.1, 0.3, 0.1], [0.7, 0.2, 0.5], [-1.2, 0.1, -1.2], [-0.5, 0.3, 0.0], [-0.1, -0.5, 0.1], [0.3, -1.2, -1.1], [0.0, 0.1, 0.3], [0.0, 0.4, -0.1], [0.2, 0.0, 0.1], [1.1, -0.3, 0.4], [0.2, 0.4, 0.1], [-0.2, 0.0, 0.1], [-0.7, 0.1, 0.1], [-0.2, 0.2, 0.2], [-0.2, 0.0, -0.3], [0.4, -0.1, 0.8]],
  "e_above_lowest_kcal_mol": 52.3,
  "smiles": "CC[C@@]1(C)CO1",
  "charge": 0,
  "total_energy_ha": -271.66920,
  "orbital_gap_ev": 10.57
}

(2)
{
  "formula": "H39O19",
  "method": "ωB97M-V with the def2-TZVPD basis set",
  "elements": ["O", "H", "H", "O", "H", "H", "O", "H", "H", "O", "H", "H", "O", "H", "H", "O", "H", "H", "O", "H", "H", "O", "H", "O", "H", "H", "O", "H", "H", "O", "H", "H", "O", "H", "H", "O", "H", "H", "O", "H", "H", "O", "H", "H", "O", "H", "H", "O", "H", "H", "O", "H", "H", "O", "H", "H", "H", "H"],
  "positions_angstrom": [[-3.9646, 1.3660, -0.5181], [-0.0457, 0.7120, 2.9080], [-4.8344, 0.9818, -0.5296], [-1.1001, -3.5717, 1.1174], [-1.2748, -3.0903, 2.0115], [-1.7420, -4.2362, 1.2165], [3.5005, 0.3744, -1.5509], [3.0259, -0.4602, 1.1420], [3.5956, 1.0210, -2.3108], [-2.3915, -1.0081, 1.7650], [-2.8334, -1.1482, 2.5480], [1.9981, 3.5765, -0.8047], [3.8823, -3.0942, 1.1581], [4.4434, -2.3696, 0.9543], [2.9362, -2.9390, 0.7006], [1.3634, -1.5921, 0.1667], [0.7901, -2.2033, -0.0521], [1.7977, -1.2416, -0.6760], [-1.7705, 3.9808, 1.3467], [-0.2937, -0.5271, 2.3220], [-2.4742, 3.3431, 1.6627], [0.4030, -0.2145, 2.9303], [-1.8352, 4.0326, 0.3901], [-1.6969, -3.6025, -1.8603], [-1.0716, -4.3073, -2.2350], [-1.4808, -3.6968, -0.9321], [-4.1623, -1.3166, -0.6837], [-3.6806, -1.9907, -1.1940], [-1.2649, -1.2655, -3.6433], [-0.3909, 1.7042, -0.6115], [3.3047, 1.1313, -0.8392], [-1.2910, 1.3806, -0.3748], [2.7137, 2.9354, -1.1808], [3.4846, 3.1604, -0.4778], [-0.2171, 2.4921, 0.1333], [3.9124, -0.2230, 0.8142], [-3.4783, -0.6698, -0.6246], [-3.9068, 1.9534, -1.3736], [2.8570, -0.9664, 3.2229], [1.9106, -0.7035, 3.2994], [-2.9796, -1.0710, 0.8434], [2.2416, 2.2918, 1.8412], [2.2383, 1.4380, 1.8188], [2.4939, -0.0273, -1.8844], [-3.4972, 2.2702, 1.9412], [0.6423, 0.3815, -1.8439], [-4.1139, 2.9210, 1.6769], [1.1807, -0.3259, -2.1965], [-3.7144, 1.3662, 1.5807], [0.7757, -0.3127, -3.1871], [-0.3771, -1.1774, -3.9105], [-0.0944, -1.8402, -4.5890], [2.0344, 2.7944, 2.5832], [-0.9679, 2.0964, -3.2074], [-0.8100, 2.4179, -2.3907], [-1.1282, 1.1540, -2.9376], [4.4321, -0.2058, 1.7625], [2.9256, -1.8788, 2.7626]],
  "forces_ev_per_a": [[1.1, 2.0, -2.7], [1.8, -1.6, 0.9], [-0.8, -0.3, -0.3], [0.6, 2.4, 2.4], [0.8, -0.7, -2.5], [-1.3, -1.9, -0.1], [-1.3, 2.8, -0.8], [0.3, -0.2, 0.2], [0.4, -0.9, 0.4], [0.7, 0.9, -6.2], [-2.4, -0.5, 2.3], [1.7, -1.8, -1.1], [-4.0, -1.3, -0.7], [0.4, 1.2, -0.7], [3.5, 0.0, 1.4], [5.9, 5.6, 0.6], [-4.8, -4.9, -2.0], [-1.4, -1.3, 1.9], [0.3, -0.1, 0.1], [0.5, -1.2, -0.1], [1.4, 0.4, -0.6], [-3.2, 3.1, -0.9], [-0.3, 0.1, 0.0], [1.5, -1.6, -1.1], [-1.5, 1.5, 0.4], [-0.1, 0.4, 0.8], [0.3, -1.3, -0.1], [-0.6, -0.4, 0.1], [-1.6, -0.8, 0.1], [-0.1, 2.6, 3.1], [0.2, -2.1, -1.0], [0.8, 0.4, 0.1], [1.1, 2.4, 3.5], [-2.5, -0.6, -2.3], [-0.7, -3.1, -2.5], [1.8, 0.4, 3.5], [0.4, 1.6, -0.4], [-0.3, -1.7, 2.4], [0.2, -1.8, -0.8], [0.8, -0.7, -0.2], [1.5, -0.5, 4.4], [0.7, 7.8, -3.3], [-0.2, -7.9, 1.1], [0.2, 0.5, 0.3], [0.5, -2.7, 1.1], [-0.3, 0.8, 1.2], [-1.7, 0.4, -0.6], [0.1, 0.6, -2.8], [0.2, 1.9, 0.4], [1.0, -1.0, 2.3], [2.3, -0.2, -1.8], [-1.0, 0.8, 0.9], [-0.5, 0.2, 2.2], [-1.2, -3.5, -3.7], [1.1, 2.3, 4.3], [0.0, 1.2, -1.0], [-2.1, 0.1, -3.4], [-0.3, 2.0, 1.2]],
  "e_above_lowest_kcal_mol": 123.9,
  "charge": 1,
  "total_energy_ha": -1452.54068,
  "orbital_gap_ev": 9.60
}

(3)
{
  "formula": "C26H57N5O7S5",
  "method": "ωB97M-V with the def2-TZVPD basis set",
  "elements": ["C", "C", "N", "H", "H", "H", "C", "C", "N", "H", "H", "H", "C", "C", "N", "H", "H", "H", "C", "C", "N", "H", "H", "H", "C", "C", "N", "H", "H", "H", "C", "S", "O", "C", "H", "H", "H", "H", "H", "H", "C", "S", "O", "C", "H", "H", "H", "H", "H", "H", "C", "S", "O", "C", "H", "H", "H", "H", "H", "H", "C", "S", "O", "C", "H", "H", "H", "H", "H", "H", "C", "S", "O", "C", "H", "H", "H", "H", "H", "H", "C", "C", "O", "C", "H", "H", "H", "H", "H", "H", "C", "C", "O", "C", "H", "H", "H", "H", "H", "H"],
  "positions_angstrom": [[-2.9420, -0.3727, -5.7595], [-3.0882, -0.3903, -4.3082], [-3.2102, -0.3712, -3.1527], [-3.2308, 0.5472, -6.2679], [-3.5068, -1.1451, -6.2816], [-1.8754, -0.5101, -5.9370], [1.0186, 0.1068, -7.2793], [1.0222, -0.0323, -5.8278], [0.9449, -0.1424, -4.7224], [1.6161, 0.9970, -7.4761], [0.0185, -0.0457, -7.6850], [1.5293, -0.6845, -7.8280], [-0.0799, -0.1525, -1.4519], [-0.1072, 0.2252, -0.0184], [-0.1127, 0.4178, 1.1585], [-0.3644, -1.1950, -1.5941], [0.8844, 0.0055, -1.9349], [-0.8579, 0.4589, -1.9093], [-0.4779, -3.9122, -3.6749], [0.1156, -5.0626, -3.0218], [0.5643, -6.0136, -2.5576], [-1.0405, -3.2251, -3.0428], [-1.2236, -4.2743, -4.3826], [0.2515, -3.3129, -4.2198], [-2.3911, 3.1260, -2.3680], [-3.5172, 4.0265, -2.6905], [-4.4049, 4.7577, -2.9137], [-2.6191, 2.1816, -2.8621], [-2.2619, 2.9170, -1.3060], [-1.4318, 3.5377, -2.6816], [0.3083, -0.8899, 4.8066], [-1.3092, -1.4647, 5.4128], [-1.5765, -2.6910, 4.5318], [-0.9279, -2.3665, 6.9828], [0.6256, 0.0482, 5.2620], [0.1707, -0.5942, 3.7666], [1.0556, -1.6834, 4.8116], [-0.6635, -1.6187, 7.7305], [-0.1181, -3.0339, 6.6883], [-1.6193, -3.1126, 7.3743], [4.1618, -1.0927, 4.8435], [4.6048, -0.1912, 3.3394], [5.9120, -0.9084, 2.9185], [3.2662, -0.7576, 2.1464], [4.0280, -2.1576, 4.6530], [3.2743, -0.6185, 5.2625], [4.9617, -1.0677, 5.5836], [3.4292, -1.8315, 2.0548], [3.2047, -0.2817, 1.1678], [2.3268, -0.5013, 2.6361], [-3.0290, 0.9862, 3.0002], [-3.8485, 2.5662, 3.1887], [-2.7712, 3.6559, 3.1722], [-4.6474, 2.5458, 1.4956], [-2.3118, 0.7746, 3.7933], [-2.5366, 0.9950, 2.0278], [-3.6910, 0.1331, 3.1493], [-5.1431, 1.5980, 1.2860], [-3.8915, 2.7517, 0.7377], [-5.4176, 3.3169, 1.4801], [-3.4503, -3.8942, -1.6734], [-2.3064, -3.6529, -0.2411], [-0.8649, -3.4879, -0.7238], [-2.8238, -2.0588, 0.4888], [-4.4833, -3.9911, -1.3393], [-3.1077, -4.7363, -2.2748], [-3.4323, -3.0584, -2.3728], [-2.9322, -1.2481, -0.2317], [-2.0220, -1.7774, 1.1715], [-3.7369, -2.1793, 1.0718], [2.6569, 4.2087, 3.4350], [1.7149, 2.6450, 3.3807], [1.7907, 2.0333, 4.7505], [0.0521, 3.2613, 2.8675], [3.6086, 4.0752, 3.9494], [2.2442, 4.9956, 4.0663], [2.7355, 4.7602, 2.4980], [-0.6016, 2.4883, 3.2717], [-0.1559, 3.2709, 1.7976], [-0.1771, 4.2519, 3.2603], [3.1113, -2.6402, -3.4491], [3.1005, -2.3377, -1.9980], [3.7610, -1.4496, -1.4829], [2.3277, -3.2424, -1.0335], [3.9508, -2.2849, -4.0467], [2.2377, -2.2151, -3.9432], [3.0587, -3.7276, -3.5025], [1.2732, -3.2684, -1.3080], [2.6211, -2.9339, -0.0301], [2.7969, -4.2251, -1.0808], [1.9327, 4.9989, -1.0194], [1.3927, 3.6464, -0.7277], [0.1564, 3.4609, -0.5987], [2.4105, 2.5169, -0.3461], [1.0554, 5.6442, -1.0653], [2.4394, 5.0556, -1.9828], [2.7056, 5.2637, -0.2977], [3.4382, 2.7643, -0.6119], [2.0375, 1.5479, -0.6779], [2.4352, 2.5496, 0.7431]],
  "forces_ev_per_a": [[0.5, -0.1, -0.5], [-0.8, 0.3, 1.4], [0.3, -0.2, -1.7], [-0.1, 0.3, 0.6], [0.1, -0.3, 0.4], [0.0, -0.1, -0.2], [0.7, -0.6, -0.1], [0.0, -0.2, -4.9], [-0.3, -0.4, 4.8], [-0.8, 0.3, -0.6], [-0.1, 1.1, 0.1], [0.5, -0.3, 0.7], [-0.5, 0.5, 0.5], [0.4, -0.1, 4.2], [-0.1, -0.6, -4.7], [0.0, -0.1, 0.4], [0.0, 0.2, 0.2], [0.2, 0.0, -0.4], [-0.6, 0.5, -0.7], [0.1, -0.1, 0.3], [-0.1, 0.2, -0.2], [0.4, -0.3, 0.5], [0.1, -0.1, -0.3], [0.1, -0.2, 0.0], [-0.4, -0.1, -0.2], [-1.4, 1.7, 0.1], [2.1, -1.8, 0.4], [0.3, -0.1, -0.1], [-0.4, 0.3, 0.1], [-0.2, 0.0, -0.2], [-0.1, 0.3, 0.3], [-0.3, -2.7, -0.8], [-0.2, 1.5, 0.2], [1.2, 0.6, -0.4], [0.2, -0.2, 0.5], [-0.5, -0.3, -0.2], [-0.1, 0.0, 0.3], [0.2, -0.3, 0.2], [0.6, 0.4, 0.1], [-1.0, 0.8, -0.5], [-0.7, -0.2, 0.0], [2.1, -1.3, -1.2], [-2.0, 1.2, 0.3], [0.2, -0.1, 1.4], [-0.3, 0.0, -0.4], [-0.1, -0.2, 0.1], [0.2, 0.6, -0.4], [-0.2, 0.0, -0.1], [0.9, 0.2, 0.2], [-0.1, -0.3, 0.1], [0.4, -0.5, 0.0], [0.5, 1.2, -0.5], [-1.5, -1.5, -0.2], [0.1, 0.2, 0.7], [0.3, 0.8, 0.0], [0.1, -0.3, 0.1], [-0.6, 0.2, -0.5], [0.2, -0.1, 0.2], [0.1, 0.0, 0.2], [0.2, 0.1, 0.1], [0.5, 1.1, -0.3], [0.9, -0.4, 0.3], [-1.9, 0.3, 0.1], [0.1, 0.1, -0.4], [0.2, -0.3, 0.3], [0.0, -0.4, 0.6], [0.1, 0.4, 0.2], [-0.1, -0.2, -0.3], [0.1, -0.3, 0.0], [0.0, -0.2, -0.1], [-0.3, 1.0, 0.9], [1.0, 0.1, -1.3], [-0.8, 0.7, -0.2], [0.2, -0.1, 1.0], [0.2, -0.7, -0.6], [-0.9, -0.3, 0.4], [0.2, -0.7, -0.5], [-0.1, 0.3, 0.2], [0.8, -0.2, -0.1], [-0.1, -0.2, 0.3], [-0.3, -0.6, -0.8], [0.8, 0.6, 2.1], [-0.2, 0.1, -0.9], [1.1, 0.2, -0.8], [0.3, 0.1, 0.6], [-0.3, -0.1, 0.2], [-0.1, -0.1, -0.4], [0.0, -0.3, 0.6], [-0.8, 0.5, 0.0], [-0.4, -0.4, -0.5], [-0.3, 0.2, -0.6], [-1.8, -1.8, 1.3], [3.1, 0.3, -0.7], [-1.0, 1.4, -0.2], [0.4, 0.4, 0.3], [0.0, -0.3, -0.2], [-0.3, 0.2, 0.2], [-0.1, -0.2, -0.6], [0.4, 0.1, 0.1], [-0.3, -0.3, 0.2]],
  "e_above_lowest_kcal_mol": 0.0,
  "charge": 0,
  "total_energy_ha": -3815.96481,
  "orbital_gap_ev": 7.81
}

(4)
{
  "formula": "C4H9N2O2",
  "method": "ωB97M-V with the def2-TZVPD basis set",
  "elements": ["C", "C", "C", "C", "N", "N", "O", "O", "H", "H", "H", "H", "H", "H", "H", "H", "H"],
  "positions_angstrom": [[2.5839, -0.1574, -0.0957], [-0.7185, 1.4416, -1.1428], [-1.1324, -0.8362, 1.3441], [-0.6905, -0.1285, -0.9580], [1.0899, -0.5165, 0.7042], [-0.1938, -0.5217, 0.3034], [2.5932, 0.3892, -1.0548], [1.3287, -0.8160, 1.8511], [3.4900, -0.5451, 0.4620], [-0.7143, 1.7683, -2.1686], [-1.6080, 1.8077, -0.6723], [0.1230, 1.9722, -0.7150], [-1.8322, -1.4156, 0.7777], [-0.6847, -1.3790, 2.1624], [-1.6339, 0.1611, 1.7223], [-0.2666, -0.6701, -1.6857], [-1.7335, -0.5539, -0.8344]],
  "forces_ev_per_a": [[-0.7, -3.4, 5.3], [0.3, -0.6, 0.2], [-1.2, 1.7, 0.3], [-3.3, 2.1, 2.1], [5.7, 1.7, -4.4], [-1.8, -0.2, 1.3], [-0.3, 3.5, -6.0], [0.3, -1.4, 4.7], [-1.6, 0.0, 0.5], [-0.2, -0.5, -0.6], [-0.5, 0.2, 0.3], [0.3, -0.3, 0.4], [-1.0, -0.4, 0.4], [0.0, 0.1, 0.1], [0.8, -1.8, -0.6], [2.2, -1.7, -2.9], [0.9, 1.0, -1.0]],
  "e_above_lowest_kcal_mol": 67.0,
  "spin_multiplicity": 3,
  "charge": 1,
  "total_energy_ha": -417.28811,
  "orbital_gap_ev": [9.68, 7.13]
}

(5)
{
  "formula": "C5H8O2",
  "method": "ωB97M-V with the def2-TZVPD basis set",
  "elements": ["O", "C", "C", "C", "C", "C", "O", "H", "H", "H", "H", "H", "H", "H", "H"],
  "positions_angstrom": [[2.7101, -0.6833, 0.7589], [2.1308, -1.2962, -0.1060], [-0.4702, 0.2651, 0.7802], [-1.4560, 1.1238, 0.4754], [-2.2589, 0.1761, -0.4027], [-1.0664, -0.7731, -0.1066], [-0.7417, -1.8595, -0.5130], [2.3418, 1.4716, -0.0782], [1.8133, -2.3439, 0.0257], [1.8642, -0.8280, -1.0742], [0.4284, 0.3159, 1.3839], [-1.6263, 2.1601, 0.7476], [1.9378, 1.9757, -0.4507], [-2.3908, 0.4497, -1.4545], [-3.2160, -0.1541, 0.0141]],
  "forces_ev_per_a": [[-0.2, -0.3, -0.4], [0.2, 0.1, 0.3], [0.0, 0.1, 0.1], [0.1, 0.0, 0.1], [-0.1, 0.0, -0.1], [0.1, -0.4, -0.2], [-0.2, 0.5, 0.2], [0.0, 0.1, -0.1], [0.1, 0.1, 0.0], [0.1, 0.0, 0.1], [-0.2, 0.0, -0.1], [0.0, -0.2, 0.0], [0.0, 0.0, 0.0], [0.0, 0.0, 0.1], [0.1, 0.0, -0.1]],
  "e_above_lowest_kcal_mol": 83.1,
  "charge": 0,
  "total_energy_ha": -345.67255,
  "orbital_gap_ev": 10.35
}